[1]
Density functional theory data (the ωB97M-V functional and the def2-TZVPD basis) for a 15-piece molecular cluster, C30H90O30 overall.

Calculated values
maximum force = 2.88 eV Å⁻¹
lowest unoccupied orbital energy = -0.02 eV
ΔE to the lowest compared entry with this formula, charge and spin = 376.7 kJ/mol
DFT total energy = -3453.89282 Eh
HOMO level = -9.35 eV
spin multiplicity = 1
Kohn-Sham gap = 9.33 eV

Bonds (Å) are listed after each position.
Positions of all 150 atoms, in Å:
1 C 2.15 -2.39 4.73  C2 1.467, O4 1.393, H5 1.090, H6 1.090
2 C 0.76 -2.46 5.17  C1 1.467, O3 1.360, H7 1.090, H8 1.090
3 O -0.02 -3.44 4.65  C2 1.360, H9 0.960
4 O 2.27 -2.17 3.35  C1 1.393, H10 0.960
5 H 2.76 -3.27 4.93  C1 1.090
6 H 2.59 -1.58 5.32  C1 1.090
7 H 0.23 -1.50 5.10  C2 1.090
8 H 0.95 -2.69 6.21  C2 1.090
9 H 0.40 -4.28 4.82  O3 0.960
10 H 1.41 -2.34 2.97  O4 0.960
11 C -1.92 -4.22 -3.87  C12 1.494, O14 1.406, H15 1.090, H16 1.090
12 C -0.67 -4.01 -4.66  C11 1.494, O13 1.454, H17 1.090, H18 1.090
13 O 0.39 -4.91 -4.24  C12 1.454, H19 0.960
14 O -1.70 -3.82 -2.54  C11 1.406, H20 0.960
15 H -2.22 -5.27 -3.91  C11 1.090
16 H -2.67 -3.59 -4.35  C11 1.090
17 H -0.27 -3.00 -4.65  C12 1.090
18 H -1.03 -4.26 -5.66  C12 1.090
19 H 0.36 -5.00 -3.28  O13 0.960
20 H -2.42 -3.30 -2.18  O14 0.960
21 C -0.33 3.65 5.85  C22 1.559, O24 1.489, H25 1.090, H26 1.090
22 C -0.24 3.51 4.30  C21 1.559, O23 1.396, H27 1.090, H28 1.090
23 O 0.07 2.21 3.88  C22 1.396, H29 0.960
24 O 1.05 3.80 6.39  C21 1.489, H30 0.960
25 H -0.71 2.73 6.28  C21 1.090
26 H -1.03 4.40 6.22  C21 1.090
27 H 0.36 4.33 3.91  C22 1.090
28 H -1.18 3.81 3.84  C22 1.090
29 H 0.79 1.92 4.45  O23 0.960
30 H 1.43 2.95 6.63  O24 0.960
31 C -3.28 5.19 -1.79  C32 1.565, O34 1.425, H35 1.090, H36 1.090
32 C -2.34 4.31 -0.91  C31 1.565, O33 1.453, H37 1.090, H38 1.090
33 O -3.09 3.10 -0.61  C32 1.453, H39 0.960
34 O -2.68 6.40 -2.24  C31 1.425, H40 0.960
35 H -4.19 5.38 -1.21  C31 1.090
36 H -3.58 4.62 -2.67  C31 1.090
37 H -1.90 4.76 -0.02  C32 1.090
38 H -1.44 4.04 -1.47  C32 1.090
39 H -2.50 2.36 -0.45  O33 0.960
40 H -3.18 6.76 -2.97  O34 0.960
41 C -2.39 -1.03 4.06  C42 1.509, O44 1.370, H45 1.090, H46 1.090
42 C -2.80 0.36 4.47  C41 1.509, O43 1.444, H47 1.090, H48 1.090
43 O -2.56 1.24 3.36  C42 1.444, H49 0.960
44 O -3.21 -1.61 3.13  C41 1.370, H50 0.960
45 H -2.42 -1.63 4.97  C41 1.090
46 H -1.35 -1.02 3.74  C41 1.090
47 H -2.13 0.71 5.25  C42 1.090
48 H -3.78 0.34 4.96  C42 1.090
49 H -1.62 1.45 3.29  O43 0.960
50 H -3.03 -1.27 2.25  O44 0.960
51 C 0.43 -0.62 -0.25  C52 1.563, O54 1.473, H55 1.090, H56 1.090
52 C -0.41 0.44 0.52  C51 1.563, O53 1.420, H57 1.090, H58 1.090
53 O -1.22 1.01 -0.50  C52 1.420, H59 0.960
54 O -0.39 -1.43 -1.17  C51 1.473, H60 0.960
55 H 1.14 -1.23 0.30  C51 1.090
56 H 1.16 -0.09 -0.87  C51 1.090
57 H 0.21 1.14 1.08  C52 1.090
58 H -1.02 -0.07 1.27  C52 1.090
59 H -1.07 0.54 -1.32  O53 0.960
60 H 0.16 -1.84 -1.84  O54 0.960
61 C -5.96 -0.16 1.38  C62 1.535, O64 1.457, H65 1.090, H66 1.090
62 C -4.81 0.35 0.50  C61 1.535, O63 1.386, H67 1.090, H68 1.090
63 O -3.62 -0.35 0.63  C62 1.386, H69 0.960
64 O -5.78 0.05 2.81  C61 1.457, H70 0.960
65 H -6.01 -1.25 1.37  C61 1.090
66 H -6.92 0.16 0.96  C61 1.090
67 H -4.71 1.39 0.78  C62 1.090
68 H -5.20 0.24 -0.52  C62 1.090
69 H -2.90 0.20 0.31  O63 0.960
70 H -4.92 -0.31 3.01  O64 0.960
71 C 5.11 0.29 -1.31  C72 1.537, O74 1.453, H75 1.090, H76 1.090
72 C 6.25 -0.58 -0.78  C71 1.537, O73 1.406, H77 1.090, H78 1.090
73 O 7.19 0.38 -0.35  C72 1.406, H79 0.960
74 O 5.31 0.63 -2.71  C71 1.453, H80 0.960
75 H 5.13 1.19 -0.69  C71 1.090
76 H 4.13 -0.17 -1.20  C71 1.090
77 H 6.64 -1.12 -1.64  C72 1.090
78 H 6.10 -1.05 0.19  C72 1.090
79 H 7.91 -0.14 0.01  O73 0.960
80 H 6.01 1.28 -2.79  O74 0.960
81 C 0.89 4.39 1.10  C82 1.536, O84 1.412, H85 1.090, H86 1.090
82 C 0.93 5.82 1.65  C81 1.536, O83 1.432, H87 1.090, H88 1.090
83 O 1.51 6.64 0.62  C82 1.432, H89 0.960
84 O 2.07 3.65 1.35  C81 1.412, H90 0.960
85 H 0.54 4.45 0.07  C81 1.090
86 H 0.02 3.87 1.51  C81 1.090
87 H 1.57 6.06 2.49  C82 1.090
88 H -0.14 6.02 1.71  C82 1.090
89 H 0.90 6.56 -0.12  O83 0.960
90 H 2.78 4.13 0.92  O84 0.960
91 C -0.92 2.26 -3.70  C92 1.532, O94 1.382, H95 1.090, H96 1.090
92 C -0.64 2.61 -5.17  C91 1.532, O93 1.389, H97 1.090, H98 1.090
93 O 0.63 2.20 -5.55  C92 1.389, H99 0.960
94 O -1.05 0.89 -3.55  C91 1.382, H100 0.960
95 H -1.74 2.78 -3.20  C91 1.090
96 H 0.00 2.52 -3.18  C91 1.090
97 H -0.85 3.67 -5.29  C92 1.090
98 H -1.35 2.21 -5.88  C92 1.090
99 H 0.59 1.24 -5.62  O93 0.960
100 H -1.80 0.54 -4.04  O94 0.960
101 C -0.93 -3.96 1.09  C102 1.533, O104 1.446, H105 1.090, H106 1.090
102 C -0.90 -5.36 0.45  C101 1.533, O103 1.448, H107 1.090, H108 1.090
103 O -0.39 -5.43 -0.90  C102 1.448, H109 0.960
104 O -2.00 -3.18 0.51  C101 1.446, H110 0.960
105 H -0.02 -3.45 0.79  C101 1.090
106 H -1.00 -4.06 2.17  C101 1.090
107 H -1.87 -5.83 0.58  C102 1.090
108 H -0.19 -6.08 0.84  C102 1.090
109 H -0.98 -4.93 -1.47  O103 0.960
110 H -1.57 -2.50 -0.02  O104 0.960
111 C 3.97 1.09 2.99  C112 1.513, O114 1.475, H115 1.090, H116 1.090
112 C 3.13 0.42 1.93  C111 1.513, O113 1.407, H117 1.090, H118 1.090
113 O 3.11 1.26 0.80  C112 1.407, H119 0.960
114 O 5.39 1.07 2.60  C111 1.475, H120 0.960
115 H 3.84 0.49 3.89  C111 1.090
116 H 3.63 2.10 3.23  C111 1.090
117 H 2.09 0.28 2.24  C112 1.090
118 H 3.55 -0.55 1.67  C112 1.090
119 H 2.73 2.10 1.07  O113 0.960
120 H 5.49 1.68 1.86  O114 0.960
121 C 3.40 -3.60 -0.31  C122 1.586, O124 1.399, H125 1.090, H126 1.090
122 C 2.89 -4.67 0.74  C121 1.586, O123 1.425, H127 1.090, H128 1.090
123 O 2.41 -5.74 -0.06  C122 1.425, H129 0.960
124 O 2.35 -3.17 -1.12  C121 1.399, H130 0.960
125 H 4.08 -4.02 -1.05  C121 1.090
126 H 3.83 -2.76 0.24  C121 1.090
127 H 2.17 -4.18 1.41  C122 1.090
128 H 3.65 -5.14 1.36  C122 1.090
129 H 1.70 -5.43 -0.62  O123 0.960
130 H 2.70 -2.67 -1.87  O124 0.960
131 C -4.02 0.36 -3.33  C132 1.604, O134 1.430, H135 1.090, H136 1.090
132 C -4.75 1.79 -3.33  C131 1.604, O133 1.412, H137 1.090, H138 1.090
133 O -5.37 2.15 -2.11  C132 1.412, H139 0.960
134 O -3.33 0.00 -4.53  C131 1.430, H140 0.960
135 H -4.80 -0.28 -2.93  C131 1.090
136 H -3.30 0.19 -2.53  C131 1.090
137 H -5.47 1.84 -4.15  C132 1.090
138 H -4.00 2.49 -3.70  C132 1.090
139 H -4.67 2.41 -1.52  O133 0.960
140 H -3.94 -0.29 -5.21  O134 0.960
141 C 3.27 -2.40 -4.14  C142 1.505, O144 1.411, H145 1.090, H146 1.090
142 C 2.17 -1.39 -4.33  C141 1.505, O143 1.433, H147 1.090, H148 1.090
143 O 1.62 -0.96 -3.08  C142 1.433, H149 0.960
144 O 4.23 -1.96 -3.21  C141 1.411, H150 0.960
145 H 3.85 -2.58 -5.04  C141 1.090
146 H 2.93 -3.37 -3.77  C141 1.090
147 H 1.35 -1.61 -5.01  C142 1.090
148 H 2.72 -0.53 -4.71  C142 1.090
149 H 0.96 -0.28 -3.19  O143 0.960
150 H 4.31 -1.00 -3.29  O144 0.960


[2]
Density functional theory data (the ωB97M-V functional and the def2-TZVPD basis) for one molecule with the formula C19H22F3N5O.

Calculated values
maximum force = 2.57 eV Å⁻¹
lowest unoccupied orbital energy = 0.35 eV
DFT total energy = -1385.82073 Eh
HOMO level = -7.92 eV
spin multiplicity = 1
structure (SMILES) = CN(C)c1ccc(CNC(=O)[C@H]2CNC[C@@H]2c2cnc(C(F)(F)F)nc2)cc1
Kohn-Sham gap = 8.26 eV

Bonds (Å) are listed after each position.
Positions of all 50 atoms, in Å:
1 C 0.28 -6.20 3.61  N2 1.464, H29 1.113, H30 1.069, H31 1.087
2 N 1.18 -5.13 3.18  C1 1.464, C3 1.483, C4 1.427
3 C 2.54 -5.49 2.70  N2 1.483, H32 1.095, H33 1.084, H34 1.084
4 C 0.70 -3.82 2.89  N2 1.427, C5 1.399, C28 1.369
5 C 1.53 -2.71 3.04  C4 1.399, C6 1.405, H35 1.094
6 C 1.07 -1.41 2.76  C5 1.405, C7 1.378, H36 1.096
7 C -0.26 -1.23 2.48  C6 1.378, C8 1.516, C27 1.367
8 C -0.90 0.15 2.47  C7 1.516, N9 1.460, H37 1.130, H38 1.122
9 N -1.19 0.47 1.07  C8 1.460, C10 1.377, H39 1.007
10 C -1.19 1.76 0.59  N9 1.377, O11 1.198, C12 1.521
11 O -1.18 2.69 1.35  C10 1.198
12 C -1.38 2.03 -0.89  C10 1.521, C13 1.510, C16 1.577, H40 1.071
13 C -2.84 2.01 -1.24  C12 1.510, N14 1.466, H41 1.074, H42 1.096
14 N -3.06 3.15 -2.14  C13 1.466, C15 1.462, H43 1.011
15 C -2.11 4.21 -1.83  N14 1.462, C16 1.529, H44 1.105, H45 1.071
16 C -0.87 3.45 -1.37  C12 1.577, C15 1.529, C17 1.511, H46 1.106
17 C 0.14 3.24 -2.48  C16 1.511, C18 1.373, C26 1.394
18 C 1.44 3.65 -2.34  C17 1.373, N19 1.343, H47 1.069
19 N 2.31 3.59 -3.36  C18 1.343, C20 1.359
20 C 1.90 2.96 -4.49  N19 1.359, C21 1.556, N25 1.357
21 C 2.93 2.77 -5.65  C20 1.556, F22 1.371, F23 1.363, F24 1.398
22 F 3.51 3.95 -6.01  C21 1.371
23 F 2.25 2.24 -6.71  C21 1.363
24 F 3.89 1.82 -5.28  C21 1.398
25 N 0.63 2.52 -4.67  C20 1.357, C26 1.341
26 C -0.27 2.67 -3.68  C17 1.394, N25 1.341, H48 1.087
27 C -1.08 -2.32 2.35  C7 1.367, C28 1.395, H49 1.091
28 C -0.62 -3.62 2.58  C4 1.369, C27 1.395, H50 1.090
29 H 0.83 -7.17 3.72  C1 1.113
30 H -0.53 -6.41 2.95  C1 1.069
31 H -0.03 -5.97 4.63  C1 1.087
32 H 3.25 -5.27 3.50  C3 1.095
33 H 2.59 -6.55 2.48  C3 1.084
34 H 2.80 -4.96 1.78  C3 1.084
35 H 2.59 -2.84 3.31  C5 1.094
36 H 1.75 -0.55 2.87  C6 1.096
37 H -0.24 0.92 2.96  C8 1.130
38 H -1.86 0.10 3.04  C8 1.122
39 H -1.27 -0.26 0.39  N9 1.007
40 H -0.89 1.25 -1.44  C12 1.071
41 H -3.41 2.14 -0.34  C13 1.074
42 H -3.11 1.09 -1.78  C13 1.096
43 H -4.02 3.46 -2.14  N14 1.011
44 H -2.44 4.88 -1.02  C15 1.105
45 H -1.90 4.87 -2.65  C15 1.071
46 H -0.45 4.02 -0.52  C16 1.106
47 H 1.82 4.14 -1.47  C18 1.069
48 H -1.29 2.34 -3.82  C26 1.087
49 H -2.15 -2.22 2.18  C27 1.091
50 H -1.37 -4.40 2.47  C28 1.090


[3]
Density functional theory data (the ωB97M-V functional and the def2-TZVPD basis) for a 11-piece molecular cluster, H22O11 overall.

Calculated values
maximum force = 2.19 eV Å⁻¹
lowest unoccupied orbital energy = -0.41 eV
ΔE to the lowest compared entry with this formula, charge and spin = 172.1 kJ/mol
DFT total energy = -840.81459 Eh
HOMO level = -10.61 eV
spin multiplicity = 1
structure (SMILES) = O.O.O.O.O.O.O.O.O.O.O
Kohn-Sham gap = 10.20 eV

Bonds (Å) are listed after each position.
Positions of all 33 atoms, in Å:
1 O 11.28 -20.19 8.63  H2 0.943, H3 0.947
2 H 12.02 -20.55 9.08  O1 0.943
3 H 10.75 -19.72 9.26  O1 0.947
4 O 11.79 -20.76 11.75  H5 0.951, H6 1.008
5 H 12.30 -21.29 11.14  O4 0.951
6 H 11.46 -21.27 12.56  O4 1.008
7 O 12.76 -22.43 9.73  H8 0.993, H9 0.944
8 H 12.02 -23.03 9.45  O7 0.993
9 H 13.20 -22.22 8.92  O7 0.944
10 O 13.77 -19.36 9.74  H11 0.949, H12 0.958
11 H 14.26 -19.46 10.54  O10 0.949
12 H 13.03 -18.78 9.91  O10 0.958
13 O 11.64 -18.07 10.99  H14 0.953, H15 0.955
14 H 12.35 -17.68 11.49  O13 0.953
15 H 11.49 -18.97 11.26  O13 0.955
16 O 13.37 -19.66 13.97  H17 0.983, H18 0.941
17 H 13.50 -20.20 13.15  O16 0.983
18 H 12.82 -20.18 14.52  O16 0.941
19 O 8.90 -20.15 13.64  H20 0.941, H21 0.975
20 H 8.02 -20.36 13.37  O19 0.941
21 H 9.23 -21.07 13.63  O19 0.975
22 O 11.33 -21.49 14.62  H23 0.965, H24 0.945
23 H 10.66 -22.19 14.52  O22 0.965
24 H 10.96 -20.96 15.31  O22 0.945
25 O 9.07 -21.39 10.59  H26 0.961, H27 0.974
26 H 9.91 -20.93 10.71  O25 0.961
27 H 8.46 -20.76 11.01  O25 0.974
28 O 15.27 -21.76 10.73  H29 0.955, H30 0.944
29 H 14.47 -22.00 10.27  O28 0.955
30 H 15.85 -21.52 10.02  O28 0.944
31 O 9.27 -22.88 13.79  H32 0.981, H33 0.975
32 H 8.40 -22.81 14.23  O31 0.981
33 H 9.09 -23.51 13.07  O31 0.975


[4]
Density functional theory data (the ωB97M-V functional and the def2-TZVPD basis) for a 4-piece molecular cluster, C29H40N5O7 overall.

Calculated values
maximum force = 2.18 eV Å⁻¹
lowest unoccupied orbital energy = -2.97 eV
total charge = +1
DFT total energy = -1928.94379 Eh
HOMO level = -11.38 eV
spin multiplicity = 1
Kohn-Sham gap = 8.41 eV

Bonds (Å) are listed after each position.
Positions of all 81 atoms, in Å:
1 C -3.05 3.23 2.18  C2 1.581, H15 1.102, H16 1.106, H17 1.122
2 C -2.56 2.29 1.01  C1 1.581, C3 1.557, C4 1.569, H18 1.104
3 C -1.59 3.14 0.14  C2 1.557, H19 1.103, H20 1.104, H21 1.113
4 C -1.90 1.05 1.72  C2 1.569, C5 1.568, H22 1.110, H23 1.116
5 C -0.73 0.36 0.92  C4 1.568, C6 1.579, C7 1.573, H24 1.101
6 C -1.07 -1.18 0.83  C5 1.579, H25 1.119, H26 1.107, H27 1.106
7 C 0.60 0.52 1.74  C5 1.573, O8 1.425, H28 1.113, H29 1.107
8 O 1.34 1.62 1.20  C7 1.425, C9 1.422
9 C 2.16 2.27 2.16  O8 1.422, C10 1.559, N14 1.458, H30 1.111
10 C 1.32 3.38 2.85  C9 1.559, N11 1.495, H31 1.106, H32 1.112
11 N 0.69 2.99 4.15  C10 1.495, C12 1.513, H33 1.024, H34 1.023
12 C 1.83 2.57 5.05  N11 1.513, C13 1.547, H35 1.101, H36 1.105
13 C 2.39 1.27 4.43  C12 1.547, N14 1.464, H37 1.118, H38 1.111
14 N 2.90 1.39 3.06  C9 1.458, C13 1.464, H39 1.009
15 H -3.50 4.17 1.80  C1 1.102
16 H -3.68 2.69 2.91  C1 1.106
17 H -2.13 3.53 2.74  C1 1.122
18 H -3.48 1.95 0.49  C2 1.104
19 H -0.56 3.20 0.52  C3 1.103
20 H -2.06 4.12 -0.03  C3 1.104
21 H -1.52 2.62 -0.85  C3 1.113
22 H -2.71 0.30 1.85  C4 1.110
23 H -1.62 1.37 2.75  C4 1.116
24 H -0.62 0.70 -0.12  C5 1.101
25 H -0.52 -1.61 -0.04  C6 1.119
26 H -2.14 -1.33 0.59  C6 1.107
27 H -0.77 -1.73 1.74  C6 1.106
28 H 1.15 -0.45 1.61  C7 1.113
29 H 0.30 0.63 2.79  C7 1.107
30 H 2.93 2.81 1.56  C9 1.111
31 H 0.57 3.84 2.18  C10 1.106
32 H 2.03 4.21 3.09  C10 1.112
33 H 0.24 3.84 4.51  N11 1.024
34 H -0.03 2.27 4.07  N11 1.023
35 H 2.54 3.41 5.11  C12 1.101
36 H 1.37 2.33 6.02  C12 1.105
37 H 1.63 0.45 4.52  C13 1.118
38 H 3.23 0.95 5.08  C13 1.111
39 H 3.14 0.51 2.65  N14 1.009
40 C 4.04 -2.73 -3.71  C41 1.389, C45 1.390, H49 1.083
41 C 3.39 -3.95 -3.78  C40 1.389, C42 1.388, H50 1.079
42 C 2.05 -4.05 -3.42  C41 1.388, C43 1.389, H51 1.080
43 C 1.38 -2.91 -3.00  C42 1.389, C44 1.389, N46 1.461
44 C 2.02 -1.68 -2.91  C43 1.389, C45 1.387, H52 1.081
45 C 3.36 -1.59 -3.27  C40 1.390, C44 1.387, H53 1.082
46 N -0.03 -3.01 -2.64  C43 1.461, O47 1.210, O48 1.217
47 O -0.56 -4.09 -2.70  N46 1.210
48 O -0.60 -1.99 -2.31  N46 1.217
49 H 5.08 -2.65 -3.99  C40 1.083
50 H 3.92 -4.83 -4.12  C41 1.079
51 H 1.56 -5.01 -3.48  C42 1.080
52 H 1.50 -0.80 -2.58  C44 1.081
53 H 3.87 -0.64 -3.21  C45 1.082
54 C 1.33 -7.21 2.13  C55 1.390, C59 1.389, H63 1.083
55 C 2.19 -6.13 2.30  C54 1.390, C56 1.387, H64 1.082
56 C 2.92 -5.65 1.23  C55 1.387, C57 1.388, H65 1.081
57 C 2.79 -6.26 -0.01  C56 1.388, C58 1.388, N60 1.461
58 C 1.94 -7.34 -0.19  C57 1.388, C59 1.387, H66 1.081
59 C 1.21 -7.82 0.89  C54 1.389, C58 1.387, H67 1.082
60 N 3.55 -5.74 -1.15  C57 1.461, O61 1.213, O62 1.213
61 O 4.29 -4.81 -0.96  N60 1.213
62 O 3.38 -6.28 -2.23  N60 1.213
63 H 0.75 -7.58 2.97  C54 1.083
64 H 2.28 -5.66 3.27  C55 1.082
65 H 3.59 -4.81 1.37  C56 1.081
66 H 1.84 -7.82 -1.16  C58 1.081
67 H 0.55 -8.66 0.76  C59 1.082
68 C -4.78 3.13 -5.07  C69 1.390, C73 1.390, H77 1.083
69 C -3.43 3.33 -4.79  C68 1.390, C70 1.387, H78 1.082
70 C -3.05 4.28 -3.86  C69 1.387, C71 1.389, H79 1.081
71 C -4.03 5.03 -3.21  C70 1.389, C72 1.388, N74 1.462
72 C -5.38 4.84 -3.49  C71 1.388, C73 1.387, H80 1.081
73 C -5.75 3.88 -4.43  C68 1.390, C72 1.387, H81 1.082
74 N -3.64 6.02 -2.21  C71 1.462, O75 1.214, O76 1.211
75 O -2.45 6.17 -2.00  N74 1.214
76 O -4.52 6.63 -1.64  N74 1.211
77 H -5.07 2.38 -5.80  C68 1.083
78 H -2.68 2.74 -5.29  C69 1.082
79 H -2.00 4.43 -3.64  C70 1.081
80 H -6.14 5.42 -2.99  C72 1.081
81 H -6.80 3.73 -4.65  C73 1.082


Q: Number 3 is which compound?
A: H22O11